[1]
Computed, not measured: a 2-piece molecular cluster, C6H12O overall, with wB97M-V/def2-TZVPD.

Values from the calculation:
LUMO level ... 0.9004 eV
Energy above the lowest of the compared OMol25 structures with the same formula, charge and spin ... 2.4903 eV
HOMO energy ... -9.27 eV
SMILES string ... C[C@@H]1[C@@H]2C[C@@]12C.O

```
19
Properties=species:S:1:pos:R:3:forces:R:3
C -1.440 -0.413 -1.280 -0.04 0.08 0.00
C -0.488 -0.525 -0.090 -0.04 -0.20 -0.11
C 0.944 -0.172 -0.266 0.15 -0.14 -0.06
C 2.116 -1.083 -0.172 0.12 -0.02 -0.01
C 0.813 1.315 -0.407 0.10 0.21 -0.19
C 0.169 0.586 0.721 0.09 0.00 0.12
O -2.263 1.127 1.991 -0.27 -0.11 0.17
H -1.040 -1.064 -2.067 -0.16 0.08 0.10
H -1.497 0.593 -1.704 0.01 -0.09 0.15
H -2.458 -0.750 -1.064 0.12 0.12 0.14
H -0.648 -1.443 0.485 0.13 0.12 -0.10
H -1.834 0.810 1.186 -0.13 0.18 0.05
H 1.909 -1.883 0.551 0.09 0.14 -0.11
H 2.300 -1.550 -1.145 0.12 0.02 0.15
H 3.019 -0.548 0.137 -0.07 -0.09 -0.04
H 0.177 1.774 -1.165 0.21 -0.13 -0.01
H 1.701 1.898 -0.169 -0.11 -0.10 0.01
H 0.342 0.718 1.785 -0.15 -0.16 -0.31
H -1.822 0.610 2.674 -0.16 0.10 0.05
```
Positions in Å, forces in eV/Å.


[2]
Computed, not measured: C5H15BF4N3PdSSe3Te as an isolated structure, with wB97M-V/def2-TZVPD.

Values from the calculation:
LUMO level ... 2.2474 eV
Total charge ... -1
Energy above the lowest of the compared OMol25 structures with the same formula, charge and spin ... 0.0000 eV
HOMO energy ... -4.36 eV

```
34
Properties=species:S:1:pos:R:3:forces:R:3
Pd -0.163 -0.349 -0.290 0.21 -0.47 -0.12
Se -1.594 -0.114 1.692 0.24 -0.47 0.09
Se -1.490 -2.536 1.670 -0.26 0.47 -0.09
Te -2.044 -2.018 -0.802 -0.08 0.01 0.06
Se -1.259 -3.901 -2.138 0.02 -0.03 -0.04
F 0.553 3.831 -2.763 0.06 0.01 -0.05
B -0.020 3.457 -1.526 0.03 -0.22 -0.04
F -0.664 4.519 -0.923 -0.02 0.04 -0.01
F 1.031 2.975 -0.686 -0.01 0.19 -0.07
F -0.908 2.385 -1.779 -0.02 0.13 0.20
N 1.502 0.595 0.638 -0.25 0.27 0.10
H 2.388 0.188 0.370 0.00 -0.04 -0.01
H 1.365 0.535 1.640 0.07 0.02 0.02
H 1.470 1.568 0.333 0.01 0.04 -0.02
C -0.778 -2.760 -6.079 0.00 0.03 0.03
C -0.862 -1.379 -5.450 0.03 0.00 0.00
N -0.157 -1.400 -4.175 0.02 -0.09 -0.02
C 0.404 -0.426 -3.470 -0.04 0.04 0.01
S 1.300 -0.916 -2.054 0.04 0.02 -0.05
N 0.366 0.859 -3.791 -0.07 0.06 0.04
C -0.567 1.570 -4.664 0.00 0.01 -0.07
C 0.108 2.092 -5.923 -0.01 -0.01 0.03
H -1.315 -2.775 -7.028 0.00 0.00 0.00
H -1.224 -3.500 -5.414 0.00 -0.02 -0.01
H 0.260 -3.038 -6.259 0.00 0.00 -0.01
H -1.911 -1.106 -5.305 0.00 0.00 -0.01
H -0.406 -0.634 -6.103 -0.01 -0.02 0.01
H -0.184 -2.292 -3.674 -0.02 0.01 0.03
H 0.805 1.456 -3.101 0.06 -0.01 -0.01
H -0.942 2.405 -4.076 -0.02 -0.02 0.02
H -1.415 0.930 -4.892 0.01 0.02 0.01
H 0.920 2.766 -5.652 0.00 0.00 0.00
H -0.608 2.648 -6.530 0.00 0.00 0.00
H 0.522 1.282 -6.527 0.00 0.01 -0.01
```
Positions in Å, forces in eV/Å.


[3]
Computed, not measured: C7H16AuN4O2Se4 as an isolated structure in a non-equilibrium geometry, with wB97M-V/def2-TZVPD.

Values from the calculation:
LUMO level ... 2.6823 eV
Total charge ... -1
HOMO energy ... -3.35 eV

```
34
Properties=species:S:1:pos:R:3:forces:R:3
Au 1.975 -0.183 -0.524 4.79 14.44 -11.62
Se 4.425 -0.148 -0.524 1.63 -0.79 0.05
Se 5.200 1.918 0.358 -0.31 -0.44 -0.84
Se 4.077 3.042 -1.406 -0.26 -0.09 1.02
Se 2.011 2.266 -0.524 0.92 2.72 -0.59
C -0.462 1.099 -1.009 -1.26 0.73 -0.59
N -1.919 1.109 -1.012 -0.35 0.87 -0.27
C -2.400 0.880 0.343 -0.19 0.20 0.10
N -1.921 -0.403 0.837 -0.29 -0.12 0.96
C -0.464 -0.403 0.828 -0.87 -0.26 1.33
N 0.030 -0.183 -0.524 -2.52 -0.38 -0.58
C -0.465 -1.243 -1.391 -0.73 -1.46 -0.88
N -1.921 -1.248 -1.398 -0.43 -0.58 -0.62
C -2.401 0.041 -1.876 -0.27 -0.01 -0.20
C -2.403 -1.461 -0.040 -0.18 -0.28 -0.02
H -0.073 1.919 -0.391 -0.78 -0.40 0.08
H -0.074 1.305 -2.016 -0.21 -0.33 0.27
H -3.498 0.918 0.373 0.15 -0.27 -0.21
H -2.078 1.693 1.008 0.28 -0.21 -0.18
H -0.077 -1.349 1.230 -0.15 0.10 -0.49
H -0.075 0.365 1.510 -0.56 0.02 -0.50
H -0.078 -2.218 -1.066 0.03 0.52 0.20
H -0.076 -1.118 -2.411 -0.14 0.30 0.30
H -3.498 0.050 -1.923 0.13 -0.03 0.33
H -2.079 0.210 -2.913 0.28 -0.05 0.29
H -2.083 -2.444 0.332 0.29 0.28 -0.11
H -3.500 -1.505 -0.023 0.14 0.33 -0.11
O 1.975 -1.812 -0.524 -0.14 -15.76 0.07
C 1.968 -0.385 2.759 0.33 -0.25 0.61
O 1.975 -0.183 1.358 0.40 1.23 10.64
H 1.090 0.099 3.193 -0.05 -0.01 0.31
H 2.880 0.032 3.194 -0.08 -0.06 0.19
H 1.927 -1.458 2.963 0.02 0.12 -0.12
H 2.013 0.798 1.209 0.39 -0.11 1.18
```
Positions in Å, forces in eV/Å.


[4]
Computed, not measured: C27H16IrN6O5S5 as an isolated structure, with wB97M-V/def2-TZVPD.

Values from the calculation:
LUMO level (alpha / beta) ... -0.5780 / -2.5526 eV
Spin multiplicity ... 6
Energy above the lowest of the compared OMol25 structures with the same formula, charge and spin ... 0.1842 eV
HOMO energy (alpha / beta) ... -7.13 / -8.94 eV

```
60
Properties=species:S:1:pos:R:3:forces:R:3
Ir -0.621 -0.615 1.176 -0.44 -0.09 0.34
O -5.935 -3.626 1.670 0.08 0.01 -0.08
C -6.139 -2.356 1.972 0.00 0.11 -0.10
O -7.231 -1.910 2.222 0.04 -0.07 0.03
C -4.951 -1.451 1.971 0.00 -0.16 0.03
C -5.041 -0.097 2.208 0.00 0.14 -0.01
N -3.798 0.405 2.120 -0.03 0.06 0.02
N -2.901 -0.545 1.849 -0.17 0.13 0.14
C -3.575 -1.673 1.756 0.07 -0.04 -0.08
C -2.758 -2.882 1.437 0.10 -0.13 0.01
O -3.315 -3.973 1.340 -0.05 -0.01 -0.09
O -1.505 -2.664 1.293 -0.16 0.02 -0.03
H -4.974 -3.816 1.472 -0.01 -0.01 0.19
H -5.906 0.509 2.425 0.05 -0.03 -0.01
H -3.493 1.356 2.238 0.00 0.00 0.00
S -2.294 1.429 -2.597 0.06 0.01 -0.15
C -2.352 2.617 -1.369 -0.07 0.02 0.01
C -1.807 2.169 -0.202 0.15 -0.02 0.04
C -1.308 0.833 -0.287 0.12 -0.11 0.34
C -1.492 0.321 -1.541 -0.09 -0.04 -0.22
C -1.046 -1.021 -1.940 0.00 0.10 0.10
C -1.324 -1.630 -3.159 -0.05 0.05 -0.07
C -0.858 -2.912 -3.387 -0.01 -0.02 -0.04
C -0.128 -3.563 -2.403 -0.01 -0.01 -0.03
C 0.107 -2.893 -1.217 -0.03 0.12 0.03
N -0.329 -1.653 -1.003 0.17 -0.17 -0.02
H -2.790 3.583 -1.577 0.01 -0.06 0.02
H -1.734 2.794 0.683 -0.02 -0.06 -0.05
H -1.914 -1.107 -3.902 0.02 -0.03 0.01
H -1.074 -3.408 -4.326 0.01 0.02 0.03
H 0.237 -4.571 -2.541 0.00 0.02 0.00
H 0.646 -3.360 -0.400 -0.03 0.03 -0.01
O 1.624 -1.113 7.830 0.05 0.05 -0.09
C 1.328 -0.983 6.679 -0.09 -0.09 0.16
S 0.400 0.403 6.056 0.06 -0.07 0.02
C 0.333 -0.110 4.395 0.06 -0.05 0.03
C 0.963 -1.334 4.088 0.03 0.10 0.04
S 1.073 -2.044 2.580 -0.04 0.08 -0.28
S 1.728 -2.167 5.418 -0.02 0.07 0.06
S -0.439 0.915 3.304 -0.03 0.05 -0.27
N 6.016 4.208 -6.057 -0.05 -0.05 0.09
C 5.506 3.747 -5.135 -0.06 -0.04 0.08
C 4.864 3.168 -3.979 0.12 0.08 -0.11
C 5.536 3.110 -2.763 0.06 0.03 -0.02
C 4.925 2.552 -1.655 0.11 0.02 0.02
C 3.636 2.048 -1.752 -0.09 -0.10 0.15
C 2.960 2.109 -2.965 -0.07 -0.01 -0.02
C 3.571 2.664 -4.072 -0.04 0.00 -0.06
N 3.011 1.469 -0.612 0.15 0.09 -0.08
C 3.512 1.405 0.682 -0.04 0.03 -0.09
C 2.570 0.775 1.423 -0.07 -0.01 -0.11
N 1.501 0.449 0.615 0.23 0.00 0.17
C 1.792 0.872 -0.584 0.04 0.03 0.02
H 6.542 3.500 -2.687 -0.02 -0.01 0.01
H 5.470 2.512 -0.723 -0.02 -0.01 -0.03
H 1.952 1.731 -3.060 0.01 0.02 -0.01
H 3.042 2.710 -5.015 0.01 0.00 0.02
H 4.467 1.809 0.967 -0.05 0.00 -0.05
H 2.583 0.538 2.474 -0.02 0.00 -0.06
H 1.140 0.769 -1.435 0.06 0.02 0.04
```
Positions in Å, forces in eV/Å.


[5]
Computed, not measured: a single C3H6N2S molecule in a non-equilibrium geometry, with wB97M-V/def2-TZVPD.

Values from the calculation:
LUMO level (alpha / beta) ... 0.3040 / 0.3044 eV
Energy above the lowest of the compared OMol25 structures with the same formula, charge and spin ... 3.3994 eV
HOMO energy (alpha / beta) ... -7.09 / -7.10 eV

```
12
Properties=species:S:1:pos:R:3:forces:R:3
C -0.784 0.021 -0.080 4.32 -0.84 0.75
C 1.325 -1.124 -0.029 -0.56 6.45 -1.94
C -2.019 0.649 -0.233 -1.28 1.39 -1.74
N -0.142 -1.001 -0.047 -1.78 0.56 0.61
N 1.902 0.140 0.516 1.53 -1.66 1.35
S 1.373 1.593 -0.083 -1.86 -0.69 -0.22
H 1.672 -1.896 0.480 1.23 -3.66 2.18
H 1.486 -1.143 -1.114 0.69 -0.27 0.27
H -2.510 1.007 0.620 -0.24 0.21 1.71
H -2.694 -0.006 -0.736 -0.69 -0.53 -0.56
H -1.866 1.554 -0.824 -0.08 -0.18 -0.23
H 2.258 0.205 1.530 -1.29 -0.78 -2.19
```
Positions in Å, forces in eV/Å.


[6]
Computed, not measured: a single C3H4N2O molecule in a non-equilibrium geometry, with wB97M-V/def2-TZVPD.

Values from the calculation:
LUMO level ... 0.6898 eV
Energy above the lowest of the compared OMol25 structures with the same formula, charge and spin ... 3.8708 eV
HOMO energy ... -8.71 eV
SMILES string ... [H]/N=C/OC=C=N

```
10
Properties=species:S:1:pos:R:3:forces:R:3
N -1.268 1.441 0.423 0.37 0.16 -0.15
C -0.132 1.578 -0.115 -0.27 0.21 0.18
O 0.600 0.550 -0.557 0.10 0.36 0.04
C 0.014 -0.700 -0.460 -0.13 0.09 -0.11
C 0.825 -1.711 -0.308 -0.10 0.37 -1.03
N 1.469 -2.699 0.055 -2.01 0.41 1.05
H -1.650 2.350 0.664 -0.02 -0.05 0.00
H 0.420 2.497 -0.313 -0.16 0.05 0.08
H -1.056 -0.774 -0.323 0.02 -0.02 -0.66
H 0.804 -2.568 0.903 2.18 -1.58 0.60
```
Positions in Å, forces in eV/Å.


Calculated electronic energy in order - -310.96775 -8786.93059 -10386.99735 -3838.46347 -625.49705 -301.34498 a.u.